DFT (ωB97M-V/def2-TZVPD) results for 3 unconnected molecules or ions with the total composition C2H9NO3.

Cartesian coordinates (Å):
C 0.67 0.03 -1.02
C 1.23 0.84 0.09
N 2.44 1.45 -0.16
O 0.63 1.04 1.13
H -0.42 0.10 -0.99
H 0.61 -1.06 -0.93
H 1.01 0.18 -2.04
H 2.78 1.92 0.67
H 3.14 0.91 -0.65
O -1.40 -2.04 0.79
H -0.59 -2.28 0.35
H -1.24 -2.18 1.73
O -3.25 0.12 0.34
H -2.31 -0.09 0.50
H -3.29 1.06 0.19

## Properties
Kohn-Sham gap, eV: 10.75
DFT total energy, eV: -9852.7402
Spin multiplicity: 1
Energy relative to the best compared isomer or geometry (same formula, charge and spin), kcal/mol: 20.9

Löwdin atomic charge list, values in e, 2 entries:
1 C -0.02
2 C -0.59



DFT (ωB97M-V/def2-TZVPD) results for CClNO2S in the gas phase.

Cartesian coordinates (Å):
N -1.07 1.89 0.32
C -0.55 0.88 0.22
S 0.34 -0.67 -0.20
O 1.30 -0.53 -1.23
O -0.46 -1.93 -0.16
Cl 1.85 -0.89 1.86

## Properties
Kohn-Sham gap, eV: 8.35
DFT total energy, eV: -29975.7425
Spin multiplicity: 1
Energy relative to the best compared isomer or geometry (same formula, charge and spin), kcal/mol: 58.1

Löwdin atomic charge list, values in e, 2 entries:
1 N 0.17
2 C -0.26



DFT (ωB97M-V/def2-TZVPD) results for a molecular structure, C13H29Br2GeKO4.

Cartesian coordinates (Å):
K -0.73 -0.91 0.76
C 0.49 -2.98 3.47
C 0.54 -1.52 3.84
O 1.34 -0.87 2.87
C 1.41 0.54 2.99
C 2.17 1.05 1.78
O 1.43 0.78 0.61
C 2.14 0.21 -0.48
C 2.61 -1.22 -0.24
O 1.50 -2.07 -0.04
C 1.80 -3.25 0.69
C 0.54 -3.89 1.24
O -0.15 -3.12 2.21
H -0.07 -3.54 4.22
H 1.51 -3.37 3.44
H 0.98 -1.41 4.84
H -0.47 -1.09 3.86
H 1.92 0.83 3.91
H 0.40 0.97 3.00
H 3.15 0.56 1.75
H 2.33 2.13 1.88
H 3.01 0.82 -0.74
H 1.45 0.23 -1.32
H 3.27 -1.26 0.63
H 3.20 -1.53 -1.11
H 2.48 -3.00 1.51
H 2.31 -3.98 0.05
H 0.83 -4.86 1.65
H -0.18 -4.06 0.44
Br -2.72 0.10 -1.37
C -3.45 -2.25 -1.73
Br -3.04 -3.22 0.03
H -2.94 -2.90 -2.45
H -4.52 -2.44 -1.82
C -1.50 4.95 -2.00
Ge -1.63 3.03 -2.44
C 0.14 2.42 -3.07
C -2.95 2.77 -3.85
C -2.05 1.97 -0.84
H -1.22 5.53 -2.88
H -0.74 5.11 -1.24
H -2.45 5.33 -1.62
H 0.48 3.06 -3.89
H 0.10 1.39 -3.42
H 0.88 2.49 -2.27
H -2.73 3.40 -4.72
H -3.95 3.03 -3.49
H -2.97 1.73 -4.17
H -2.84 2.42 -0.24
H -1.14 1.90 -0.24

## Properties
Kohn-Sham gap, eV: 5.60
DFT total energy, eV: -235064.7046
Spin multiplicity: 1
Energy relative to the best compared isomer or geometry (same formula, charge and spin), kcal/mol: 9.3

Löwdin atomic charge list, values in e, 2 entries:
1 K 0.66
2 C -0.17



DFT (ωB97M-V/def2-TZVPD) results for a molecular structure, C22H48ClGaNO3.

Cartesian coordinates (Å):
C 3.27 -0.26 0.79
C 1.80 -0.36 0.38
C 0.81 -0.14 1.52
Cl 0.90 -1.58 2.63
Ga -1.09 0.10 0.83
C -1.10 1.92 -0.13
C -2.26 2.86 0.10
O -2.53 3.10 1.51
C -1.62 3.77 2.20
O -0.72 4.41 1.73
C -2.40 -0.10 2.40
C -3.22 -1.31 2.16
O -2.97 -2.41 2.64
N -4.34 -1.20 1.31
C -4.48 -0.03 0.46
C -4.68 -2.46 0.65
H 3.94 -0.65 0.01
H 3.45 -0.83 1.71
H 3.56 0.78 0.96
H 1.58 0.40 -0.39
H 1.60 -1.33 -0.08
H 1.15 0.71 2.13
H -1.39 -1.07 -0.25
H -0.15 2.45 0.08
H -1.09 1.70 -1.20
H -2.14 3.84 -0.38
H -3.19 2.42 -0.26
H -1.82 3.68 3.27
H -3.01 0.79 2.55
H -1.80 -0.31 3.29
H -3.78 -0.05 -0.39
H -4.33 0.88 1.04
H -5.50 0.00 0.06
H -5.41 -3.03 1.23
H -5.13 -2.24 -0.33
H -3.79 -3.08 0.51
C 1.24 5.64 -0.77
C 1.97 4.47 -1.42
C 3.27 4.09 -0.71
C 4.33 5.20 -0.68
C 4.75 5.72 -2.05
C 5.37 4.66 -2.95
H 1.84 6.55 -0.80
H 0.30 5.84 -1.28
H 1.00 5.42 0.27
H 2.17 4.69 -2.47
H 1.31 3.60 -1.42
H 3.69 3.20 -1.18
H 3.03 3.81 0.32
H 5.21 4.81 -0.16
H 3.97 6.03 -0.07
H 5.46 6.54 -1.91
H 3.88 6.17 -2.56
H 6.25 4.22 -2.48
H 5.67 5.08 -3.91
H 4.67 3.85 -3.15
C -0.55 -4.80 2.01
C 0.23 -4.96 0.71
C -0.53 -4.44 -0.51
C -1.86 -5.15 -0.78
C -1.75 -6.66 -0.98
C -0.88 -7.06 -2.17
H -1.48 -5.38 2.00
H 0.03 -5.13 2.87
H -0.82 -3.76 2.16
H 0.52 -6.01 0.57
H 1.16 -4.40 0.79
H 0.11 -4.50 -1.39
H -0.74 -3.38 -0.35
H -2.31 -4.71 -1.68
H -2.55 -4.95 0.04
H -2.75 -7.07 -1.12
H -1.36 -7.13 -0.08
H -1.27 -6.63 -3.10
H -0.85 -8.14 -2.30
H 0.15 -6.71 -2.05

## Properties
Kohn-Sham gap, eV: 7.98
DFT total energy, eV: -96125.9971
Total charge: -1
Spin multiplicity: 1

Löwdin atomic charge list, values in e, 2 entries:
1 C -0.14
2 C -0.39



DFT (ωB97M-V/def2-TZVPD) results for 10 unconnected molecules or ions with the total composition C48H122N6O16.

Cartesian coordinates (Å):
C 16.04 -3.51 -1.64
O 15.48 -3.90 -0.43
C 15.03 -5.28 -0.39
C 14.12 -5.40 0.86
N 12.84 -4.75 0.51
C 11.98 -4.77 1.73
C 10.70 -4.02 1.34
O 10.83 -2.60 1.32
C 9.61 -1.89 1.07
H 16.48 -2.51 -1.64
H 15.28 -3.43 -2.41
H 16.75 -4.29 -1.93
H 15.83 -6.01 -0.44
H 14.37 -5.49 -1.23
H 14.55 -4.88 1.71
H 13.93 -6.45 1.09
H 13.01 -3.79 0.28
H 12.48 -4.25 2.55
H 11.73 -5.80 1.98
H 9.89 -4.34 1.99
H 10.32 -4.30 0.36
H 8.83 -2.11 1.80
H 9.23 -2.09 0.07
H 9.76 -0.82 1.23
C -6.51 2.97 14.97
O -5.30 2.20 15.01
C -4.17 2.76 14.28
C -2.97 1.78 14.29
N -1.95 2.02 13.23
C -2.46 1.43 11.95
C -1.37 1.43 10.89
O -0.20 0.68 11.39
C 0.94 1.02 10.65
H -7.36 2.54 15.50
H -6.92 3.09 13.97
H -6.28 3.94 15.41
H -3.95 3.71 14.78
H -4.40 2.88 13.22
H -3.21 0.72 14.19
H -2.45 1.92 15.24
H -1.10 1.47 13.28
H -3.30 2.06 11.65
H -2.80 0.41 12.10
H -1.15 2.48 10.69
H -1.73 1.03 9.94
H 1.82 0.53 11.07
H 1.11 2.10 10.64
H 0.74 0.75 9.62
C -7.24 4.42 4.19
O -7.47 5.55 3.30
C -8.77 5.56 2.80
C -9.00 6.72 1.80
N -9.17 8.06 2.41
C -9.68 9.04 1.43
C -9.56 10.47 1.96
O -8.27 10.69 2.40
C -7.99 11.89 3.11
H -7.95 4.46 5.01
H -6.25 4.60 4.61
H -7.18 3.53 3.56
H -9.50 5.47 3.60
H -8.85 4.62 2.25
H -9.94 6.53 1.28
H -8.14 6.78 1.13
H -8.29 8.40 2.76
H -10.69 8.78 1.12
H -9.01 8.90 0.58
H -10.29 10.75 2.73
H -9.71 11.13 1.11
H -8.54 11.74 4.04
H -8.42 12.74 2.57
H -6.94 11.90 3.37
C 6.83 -7.24 -13.84
O 6.82 -7.41 -12.44
C 7.99 -6.85 -11.80
C 8.01 -7.10 -10.26
N 9.38 -6.98 -9.77
C 9.43 -7.06 -8.29
C 8.81 -5.82 -7.60
O 7.37 -6.00 -7.47
C 6.77 -4.98 -6.74
H 7.01 -6.20 -14.12
H 5.89 -7.49 -14.33
H 7.51 -7.95 -14.31
H 8.04 -5.77 -11.93
H 8.88 -7.28 -12.27
H 7.68 -8.13 -10.15
H 7.29 -6.42 -9.80
H 9.89 -6.19 -10.13
H 10.50 -7.05 -8.06
H 9.09 -8.01 -7.88
H 9.02 -4.98 -8.25
H 9.32 -5.72 -6.64
H 7.09 -4.90 -5.70
H 5.68 -5.08 -6.66
H 6.96 -4.01 -7.21
C -0.73 6.08 -1.03
O -0.71 6.69 0.21
C -1.96 7.15 0.73
C -1.79 7.56 2.21
N -1.80 6.46 3.17
C -0.61 5.56 3.10
C 0.63 6.17 3.82
O 1.70 5.29 3.54
C 2.32 5.64 2.32
H -0.84 6.69 -1.93
H -1.64 5.48 -1.07
H 0.12 5.40 -1.10
H -2.69 6.34 0.70
H -2.34 7.97 0.12
H -2.58 8.28 2.39
H -0.84 8.10 2.23
H -2.65 5.94 3.03
H -0.33 5.29 2.08
H -0.80 4.57 3.51
H 0.51 6.01 4.90
H 0.75 7.21 3.51
H 1.79 5.13 1.52
H 3.39 5.41 2.27
H 2.32 6.69 2.03
C -4.65 -2.05 -5.84
O -3.50 -1.66 -6.62
C -2.38 -2.48 -6.31
C -1.15 -1.88 -7.05
N -0.68 -0.64 -6.40
C 0.42 -0.18 -7.22
C -0.02 0.91 -8.28
O -0.92 1.81 -7.61
C -1.48 2.67 -8.59
H -4.45 -1.90 -4.78
H -4.91 -3.09 -6.02
H -5.47 -1.47 -6.26
H -2.47 -3.46 -6.76
H -2.29 -2.61 -5.23
H -1.60 -1.78 -8.04
H -0.34 -2.60 -7.05
H -1.31 0.13 -6.56
H 0.94 -0.98 -7.74
H 1.20 0.28 -6.61
H -0.55 0.39 -9.08
H 0.85 1.42 -8.70
H -2.09 3.39 -8.04
H -2.07 2.17 -9.36
H -0.64 3.16 -9.08
C 0.03 -9.90 -1.65
C -0.39 -8.46 -1.67
C -1.43 -8.12 -0.57
O 0.73 -7.65 -1.32
H 0.57 -10.22 -2.55
H -0.82 -10.54 -1.43
H 0.73 -10.12 -0.84
H -0.81 -8.07 -2.60
H -2.44 -8.50 -0.69
H -1.55 -7.04 -0.42
H -1.13 -8.50 0.41
H 0.40 -6.75 -1.32
C -2.23 -0.69 0.30
C -0.73 -0.79 0.51
C -0.34 -1.33 1.88
O -0.24 -1.78 -0.44
H -2.54 -0.73 -0.75
H -2.72 0.16 0.79
H -2.70 -1.52 0.82
H -0.30 0.20 0.36
H 0.75 -1.38 1.94
H -0.90 -2.23 2.14
H -0.64 -0.57 2.59
H -0.35 -1.37 -1.30
C -6.91 3.18 -5.37
C -7.36 4.33 -6.24
C -7.65 3.82 -7.70
O -8.42 4.85 -5.51
H -6.13 2.71 -5.98
H -7.64 2.41 -5.11
H -6.58 3.57 -4.41
H -6.51 5.00 -6.19
H -7.67 4.61 -8.44
H -8.63 3.34 -7.75
H -6.86 3.18 -8.09
H -8.46 5.75 -5.83
C -6.22 -4.09 6.78
C -5.89 -5.27 5.88
C -6.43 -5.06 4.47
O -4.51 -5.49 5.84
H -5.62 -3.24 6.46
H -6.00 -4.30 7.83
H -7.26 -3.77 6.73
H -6.30 -6.21 6.26
H -5.96 -4.17 4.05
H -7.52 -4.96 4.40
H -6.23 -5.94 3.85
H -4.33 -6.41 5.63

## Properties
Kohn-Sham gap, eV: 8.85
DFT total energy, eV: -93442.0361
Spin multiplicity: 1
Energy relative to the best compared isomer or geometry (same formula, charge and spin), kcal/mol: 104.3

Löwdin atomic charge list, values in e, 2 entries:
1 C -0.13
2 O -0.20



DFT (ωB97M-V/def2-TZVPD) results for a molecular structure, C25H13Cl2FeN5O6.

Cartesian coordinates (Å):
Fe 0.27 0.52 -0.73
Cl -3.81 -4.60 -2.48
C -2.49 -3.69 -1.80
C -2.43 -2.32 -2.06
C -1.40 -1.57 -1.53
N -1.24 -0.19 -1.65
C -2.05 0.63 -2.33
O -3.07 0.37 -2.96
C -1.55 2.04 -2.24
C -2.21 3.09 -2.85
C -1.68 4.37 -2.71
C -0.52 4.54 -1.98
C 0.08 3.44 -1.40
N -0.43 2.22 -1.54
C -0.41 -2.18 -0.74
C -0.48 -3.54 -0.50
C -1.53 -4.29 -1.02
Cl -1.58 -6.00 -0.67
N 0.64 -1.38 -0.26
C 0.97 -1.60 1.07
O 2.12 -1.67 1.46
C -0.14 -1.65 2.14
C 0.18 -2.10 3.41
C -0.80 -2.06 4.39
C -2.06 -1.56 4.06
C -2.28 -1.13 2.76
N -1.35 -1.17 1.82
H -3.19 -1.85 -2.66
H -3.11 2.88 -3.40
H -2.17 5.22 -3.17
H -0.08 5.52 -1.85
H 0.98 3.52 -0.81
H 0.29 -4.02 0.09
H 1.18 -2.45 3.61
H -0.59 -2.40 5.39
H -2.85 -1.50 4.80
H -3.24 -0.72 2.47
O 0.72 2.44 2.97
C 0.75 1.94 1.85
O -0.20 1.73 1.03
C 2.10 1.51 1.28
C 3.34 1.62 1.88
C 4.46 1.21 1.16
C 4.32 0.74 -0.15
C 3.04 0.68 -0.67
N 1.99 1.04 0.05
C 2.66 0.29 -2.08
O 3.50 -0.01 -2.90
O 1.37 0.37 -2.28
H 3.40 2.01 2.89
H 5.44 1.26 1.61
H 5.15 0.44 -0.75

## Properties
Kohn-Sham gap (spin up / spin down), eV: 7.22 / 7.40
DFT total energy, eV: -105309.6476
Total charge: -1
Spin multiplicity: 2
Energy relative to the best compared isomer or geometry (same formula, charge and spin), kcal/mol: 0.0

Löwdin atomic charge list, values in e, 2 entries:
1 Fe 0.75
2 Cl 0.62



DFT (ωB97M-V/def2-TZVPD) results for 2 unconnected molecules or ions with the total composition C6H16NO.

Cartesian coordinates (Å):
C -1.53 -1.89 0.46
O -2.55 -0.95 0.83
C -0.47 -0.91 0.73
C -0.15 0.13 -0.18
C 1.19 -0.17 -0.97
C 2.43 -0.46 -0.13
C 3.08 0.72 0.57
N -2.73 2.17 -0.85
H -1.72 -2.14 -0.59
H -1.62 -2.78 1.08
H -2.68 -0.99 1.80
H -0.19 -0.78 1.78
H -0.04 1.08 0.35
H -0.92 0.23 -0.95
H 1.32 0.57 -1.76
H 0.99 -1.11 -1.51
H 2.21 -1.29 0.55
H 3.17 -0.87 -0.83
H 2.39 1.22 1.27
H 3.95 0.42 1.15
H 3.35 1.48 -0.17
H -3.05 1.65 -1.67
H -3.15 1.65 -0.08
H -3.28 3.03 -0.88

## Properties
Kohn-Sham gap, eV: 7.24
DFT total energy, eV: -10009.8994
Total charge: +1
Spin multiplicity: 1
Energy relative to the best compared isomer or geometry (same formula, charge and spin), kcal/mol: 78.7

Löwdin atomic charge list, values in e, 2 entries:
1 C -0.15
2 O 0.03



DFT (ωB97M-V/def2-TZVPD) results for a molecular structure, C16H20As2BF5O6S2TeV.

Cartesian coordinates (Å):
V -0.43 0.30 0.36
C 3.14 -0.17 0.99
As 1.91 0.16 -0.46
C 2.14 -1.34 -1.66
C 2.41 1.75 -1.39
C 3.46 1.81 -2.30
C 3.73 3.00 -2.95
C 2.96 4.13 -2.67
C 1.93 4.07 -1.75
C 1.65 2.88 -1.10
As 0.31 2.76 0.31
C -0.96 4.13 -0.18
C 1.34 3.48 1.78
H 4.15 -0.19 0.58
H 2.89 -1.12 1.46
H 3.06 0.63 1.73
H 3.15 -1.31 -2.05
H 1.42 -1.27 -2.48
H 1.99 -2.26 -1.11
H 4.05 0.93 -2.52
H 4.53 3.06 -3.67
H 3.17 5.06 -3.19
H 1.34 4.96 -1.55
H -0.48 5.09 0.01
H -1.85 4.03 0.42
H -1.20 4.03 -1.24
H 1.80 4.40 1.41
H 2.11 2.77 2.08
H 0.68 3.68 2.62
F -1.72 -0.83 3.17
Te -1.61 0.97 2.61
F 0.37 0.97 2.77
F -1.54 2.88 2.46
F -3.46 1.07 2.66
F -1.57 1.33 4.41
O 0.09 -1.13 1.19
O -3.98 0.28 -1.48
S -2.88 0.47 -0.61
O -2.52 -0.58 0.37
O -2.65 1.76 0.02
S -1.02 0.36 -1.72
O -0.90 -3.12 0.22
B 0.06 -2.50 0.98
O 1.07 -3.32 1.41
C 0.71 -4.57 0.90
C 1.36 -5.77 1.04
C 0.77 -6.86 0.42
C -0.42 -6.74 -0.30
C -1.07 -5.52 -0.43
C -0.47 -4.44 0.18
H 2.28 -5.85 1.61
H 1.24 -7.83 0.50
H -0.85 -7.62 -0.76
H -2.00 -5.41 -0.97

## Properties
Kohn-Sham gap (spin up / spin down), eV: 5.74 / 5.74
DFT total energy, eV: -219791.0869
Total charge: +1
Spin multiplicity: 1
Energy relative to the best compared isomer or geometry (same formula, charge and spin), kcal/mol: 11.9

Löwdin atomic charge list, values in e, 2 entries:
1 V 0.22
2 C -0.18



Q: Which value of DFT total energy does entry 8 give?
A: -219791.0869 eV



Q: Which of these has the lowest DFT total energy?
A: C13H29Br2GeKO4